Below is a cluster of 9 separate species, C61H97BCl2F2N11O3PS2 in total at a distorted geometry, with properties calculated with ωB97M-V with the def2-TZVPD basis set.

XYZ file:
```
180
Properties=species:S:1:pos:R:3:mulliken_charge:R:1
Cl 1.188 4.664 -2.664 -0.174
Cl -0.391 1.801 -5.272 -0.232
S 3.549 1.696 -1.927 -0.029
S 4.819 -2.269 2.171 -0.277
P 7.390 -2.844 -3.121 0.620
F -0.952 1.007 3.540 -0.388
F 7.005 -6.921 0.624 -0.322
O 8.770 2.990 -0.369 -0.556
O 6.480 3.577 -0.354 -0.365
O 5.568 1.408 -4.342 -0.667
N 6.544 -3.799 -4.100 -0.772
N -2.555 -5.656 -4.060 -0.475
N -11.276 5.521 1.492 -0.447
N 5.887 -0.928 -5.215 0.172
N 3.307 -5.013 1.982 -0.590
N -1.490 -0.883 -2.199 -0.460
N -1.308 5.810 3.494 -0.557
N 1.299 -8.967 3.269 -0.515
N 3.479 0.286 1.032 0.893
N -5.109 5.069 -0.294 -0.552
N -8.769 9.703 2.190 -0.480
C -0.408 1.313 1.132 0.014
C -2.162 5.998 4.287 0.331
C -3.037 7.735 0.683 -0.631
C 4.480 0.142 -1.472 0.899
C 6.969 -0.398 -6.087 -1.051
C -3.242 6.236 5.303 -0.307
C -4.986 -6.679 -4.542 -0.432
C 1.958 -9.508 2.453 0.249
C 4.473 -10.963 3.173 -1.035
C 3.887 -5.593 2.832 0.362
C -4.417 5.686 0.446 0.094
C -0.236 -4.140 -1.838 -0.708
C 6.186 2.465 0.536 -0.326
C -3.550 6.476 1.385 0.578
C 4.652 -1.271 -5.975 -1.064
C 4.296 -0.349 -0.014 -1.090
C -6.037 -5.568 -4.496 -0.423
C -1.431 -2.043 -2.410 0.289
C -10.492 3.058 0.781 -0.453
C -2.515 -0.129 2.016 -0.669
C 5.936 -4.999 -0.678 0.239
C -9.841 9.258 1.973 0.258
C 7.747 3.401 -0.985 0.661
C 5.065 -1.657 0.420 -0.147
C -12.252 9.806 1.754 -0.483
C 7.977 3.758 -2.547 -0.474
C -12.318 10.491 3.116 -1.154
C -1.575 1.163 2.223 -0.056
C -8.426 3.975 -0.392 -0.950
C 2.229 0.874 0.520 -1.161
C 0.458 2.959 -2.719 -0.412
C -2.776 4.000 6.430 -1.118
C 6.760 -3.760 -0.072 -1.331
C 0.989 0.765 1.485 -0.973
C 2.108 2.908 -4.849 -1.124
C 2.027 1.575 -0.848 1.531
C -1.799 -1.388 1.325 -0.744
C -6.106 -4.872 -3.140 -0.954
C 3.629 -6.967 4.883 0.213
C -3.624 -6.107 -4.273 0.312
C -2.037 2.615 -0.584 -1.306
C -0.563 2.025 -0.280 1.231
C 5.411 -0.585 -2.515 0.748
C 6.006 -2.426 -0.560 -0.125
C -2.899 5.510 6.606 -0.527
C 4.625 -6.330 3.911 -0.321
C -2.194 7.425 -0.549 -1.173
C 6.189 -1.867 -2.026 -0.282
C 4.258 1.221 1.903 -0.604
C 0.643 2.180 -1.293 -0.593
C 3.536 -11.379 2.044 -0.442
C 1.137 -3.557 -2.158 -0.842
C 2.736 -5.943 5.575 -1.379
C 6.718 -6.388 -0.696 -0.472
C 0.960 2.112 -4.014 0.322
C -10.931 4.437 1.179 0.274
C 4.711 2.594 1.210 -0.308
C -11.205 8.691 1.699 -0.292
C 2.798 -10.195 1.416 -0.278
C -1.356 -3.519 -2.676 0.055
C -8.967 3.013 0.660 -0.434
B 5.610 -0.031 -4.045 0.852
H 3.522 -2.804 2.267 0.142
H 6.007 -7.155 -1.190 0.279
H -0.215 -5.219 -2.016 0.367
H 2.812 -12.103 2.432 0.296
H -1.330 6.806 -0.288 0.277
H 7.440 -1.216 -6.750 0.260
H -2.314 -3.976 -2.420 -0.087
H 3.001 3.195 -4.195 0.227
H -7.340 3.888 -0.464 0.232
H -8.851 3.756 -1.377 0.312
H -4.984 -7.155 -5.527 0.288
H -1.959 5.898 7.010 0.308
H 7.880 -3.763 -0.344 0.294
H 2.151 -10.541 0.605 0.312
H 4.857 3.356 2.070 0.484
H 4.999 -11.834 3.571 0.343
H 1.405 1.090 -3.764 0.134
H -4.195 5.877 4.903 0.282
H -10.960 2.793 -0.171 0.274
H 4.828 -2.326 -6.422 0.286
H 6.476 1.763 -4.440 0.205
H -8.659 1.995 0.403 0.322
H 6.948 2.515 1.403 0.337
H 1.185 -2.488 -1.932 0.103
H 6.600 0.435 -6.790 0.264
H -5.821 -4.821 -5.267 0.288
H -2.771 1.799 -0.898 0.245
H -2.891 -0.465 3.051 0.374
H 2.502 2.276 -5.732 0.315
H 3.926 -10.506 4.002 0.304
H -7.017 -5.994 -4.727 0.311
H -2.611 -2.206 1.213 0.427
H -2.560 3.523 7.389 0.350
H -8.653 5.014 -0.143 0.310
H -0.674 3.126 -2.866 0.456
H 4.535 -0.581 -6.894 0.269
H -10.832 2.344 1.535 0.288
H 5.282 -5.631 4.436 0.362
H -5.165 -4.372 -2.896 0.184
H -3.333 7.310 5.482 0.371
H 3.942 3.061 0.512 0.057
H 7.651 -6.377 -1.375 0.244
H 1.151 0.268 2.511 0.345
H -4.135 6.749 2.267 0.185
H 4.925 -5.025 -0.143 0.095
H -13.096 11.258 3.118 0.329
H 3.509 -9.477 0.998 0.199
H 3.707 -1.355 -5.345 0.328
H -13.233 9.385 1.520 0.317
H 6.735 -3.884 1.075 0.401
H 4.182 -7.527 5.643 0.373
H 9.056 4.084 -2.750 0.342
H -2.257 2.073 2.313 0.087
H 6.352 1.465 0.015 0.128
H -8.512 3.252 1.627 0.268
H -1.825 8.349 -1.000 0.375
H -3.881 8.365 0.386 0.347
H 2.113 -5.402 4.857 0.344
H -11.205 8.224 0.712 0.269
H 5.549 -3.668 -3.869 0.240
H 5.249 -7.102 3.453 0.229
H 7.836 -0.016 -5.426 0.301
H 2.998 -7.684 4.349 -0.225
H 1.386 -3.698 -3.214 0.348
H -2.774 6.901 -1.313 0.314
H 3.333 -5.214 6.132 0.347
H 5.221 -10.247 2.817 0.245
H 8.299 -3.667 -2.384 0.039
H -6.334 -5.587 -2.344 0.299
H -2.014 3.523 -1.272 0.394
H 7.250 4.601 -2.809 0.288
H -2.716 5.852 1.711 -0.221
H -5.205 -7.447 -3.796 0.274
H 4.117 -11.889 1.269 0.318
H -3.467 0.118 1.415 0.315
H -11.427 7.918 2.438 0.305
H -0.444 -3.992 -0.773 0.286
H 8.165 -1.943 -3.946 -0.041
H -1.421 -1.185 0.261 -0.027
H -2.417 3.002 0.438 -0.062
H -0.985 -1.880 1.982 0.228
H -1.176 -3.683 -3.740 0.401
H 5.174 0.665 2.295 0.350
H -6.887 -4.108 -3.145 0.324
H -11.375 10.985 3.365 0.357
H 5.696 -4.744 -1.781 0.130
H 1.694 3.877 -5.319 0.386
H -12.548 9.770 3.906 0.300
H 1.907 -4.050 -1.558 0.297
H 2.063 -6.439 6.278 0.370
H -3.678 5.720 7.346 0.319
H -1.963 3.739 5.747 0.333
H 3.553 1.509 2.772 0.380
H -12.033 10.559 0.990 0.295
H -3.705 3.574 6.039 0.289
H -2.435 8.315 1.389 0.346
H 7.788 2.790 -3.120 -0.195
```

For the LUMO energy, the calculation gives -0.667 eV. Its SMILES is CC[C@@H](F)c1cc2c(c([C@@H](Cl)[C@H](C)Cl)c1C)Sc1c(B(O)N(C)C)c([PH2]=N)c(CCCF)c(S)c1N2CCCOC(C)=O.CCCC#N.CCCC#N.CCCC#N.CCCC#N.CCCC#N.CCCC#N.CCCC#N.CCCC#N. As for the HOMO energy: -7.7 eV. The HOMO-LUMO gap is 7.0 eV.

Below is the molecule C5H8O, with properties calculated with ωB97M-V with the def2-TZVPD basis set.

XYZ file:
```
14
Properties=species:S:1:pos:R:3:mulliken_charge:R:1
O -1.888 -1.006 -0.463 -0.358
C 1.241 0.615 -0.402 0.460
C -2.131 0.083 0.402 -0.611
C 2.372 0.908 0.470 -0.983
C -0.569 -1.149 -0.939 -0.250
C 0.303 0.039 -0.894 -0.358
H 2.020 0.745 1.497 0.247
H -3.070 -0.143 0.915 0.246
H -0.625 -1.601 -1.933 0.266
H -0.012 -1.838 -0.286 0.244
H 3.159 0.172 0.266 0.263
H 2.780 1.916 0.379 0.304
H -2.240 1.020 -0.166 0.265
H -1.341 0.238 1.154 0.266
```

For the LUMO energy, the calculation gives 0.921 eV. Its SMILES is CC#CCOC. As for the energy above the lowest of the compared OMol25 structures with the same formula, charge and spin: 71.4 kcal/mol. As for the HOMO energy: -9.2 eV. The HOMO-LUMO gap is 10.1 eV.

Below is a structure of composition C32H30AsN3O3W at a distorted geometry, with properties calculated with ωB97M-V with the def2-TZVPD basis set.

XYZ file:
```
70
Properties=species:S:1:pos:R:3:mulliken_charge:R:1
W 0.413 2.307 -0.824 1.172
As -0.953 -3.884 1.177 1.500
O -0.323 -0.835 -1.541 -0.322
O 0.173 -2.636 1.169 -0.369
O -1.668 0.523 1.012 -0.144
N -2.938 5.938 -1.610 -0.403
N 2.897 -4.642 0.037 -0.507
N 3.292 -1.449 0.792 -0.511
C 0.705 4.166 -1.581 -0.348
C -0.900 -6.087 -3.063 -0.584
C -4.896 5.630 0.097 -0.763
C -4.009 -1.497 2.877 -0.704
C 1.995 2.175 -2.152 -0.559
C -2.712 -3.093 1.583 0.130
C -1.385 -4.781 -2.975 -0.734
C 2.041 -3.442 -2.109 -0.395
C 2.068 3.076 0.114 -0.404
C 1.121 3.212 -2.529 -0.501
C -0.983 -5.276 3.800 -0.358
C -0.402 -6.729 -1.930 -0.611
C -1.387 -4.119 -1.739 0.032
C -1.051 1.240 0.334 0.512
C 2.578 -2.644 2.990 -0.148
C 0.942 -6.447 4.714 -0.755
C -5.072 -2.749 1.105 -0.707
C 2.436 2.082 -0.812 -0.538
C -0.379 -6.000 4.842 -0.470
C 2.918 -1.951 1.776 0.383
C -0.272 -5.033 2.614 0.483
C -3.822 5.810 -0.866 0.366
C 1.010 -5.574 2.460 -0.519
C -2.807 -2.171 2.630 -0.454
C -0.421 -6.075 -0.690 0.030
C -0.912 -4.767 -0.587 0.218
C -3.873 -3.442 0.878 -0.419
C 0.052 0.250 -1.325 0.298
C 1.212 4.119 -0.273 -0.397
C 1.656 -6.183 3.542 -0.088
C 2.496 -4.091 -0.906 0.548
C -5.127 -1.751 2.080 -0.518
H 3.471 -2.668 3.650 0.415
H -6.042 -1.174 2.221 0.459
H -0.042 -6.591 0.194 0.408
H 1.735 -2.158 3.516 0.228
H -0.942 -6.618 -4.010 0.489
H -0.938 -6.217 5.754 0.490
H 2.315 1.466 -2.908 0.586
H -3.851 -4.244 0.144 0.478
H -5.800 6.160 -0.219 0.290
H 2.913 -2.925 -2.540 0.429
H -2.010 -4.914 3.896 0.534
H -5.135 4.565 0.221 0.249
H -1.781 -4.280 -3.863 0.465
H -4.566 6.036 1.059 0.281
H 0.047 4.977 -1.845 0.532
H 0.959 4.880 0.447 0.500
H -1.760 -3.094 -1.690 0.502
H 0.749 3.277 -3.546 0.512
H -4.059 -0.756 3.677 0.459
H 1.256 -2.701 -1.888 -0.261
H 1.641 -4.191 -2.813 0.289
H 1.563 -5.466 1.515 0.127
H 2.424 3.054 1.136 0.513
H -0.015 -7.749 -2.000 0.501
H -5.965 -2.971 0.515 0.446
H 1.421 -7.008 5.513 0.475
H 3.017 1.236 -0.468 0.490
H 2.717 -6.429 3.442 0.520
H -1.942 -1.952 3.256 0.478
H 2.315 -3.689 2.734 -0.328
```

For the LUMO energy (spin up / spin down), the calculation gives -14.231 / -15.138 eV. As for the spin multiplicity: 3. As for the energy above the lowest of the compared OMol25 structures with the same formula, charge and spin: 124.7 kcal/mol. As for the HOMO energy (spin up / spin down): -19.0 / -19.0 eV. The HOMO-LUMO gap (spin up / spin down) is 4.8 / 3.9 eV. Its expectation value of S² is 2.384. As for the total charge: +4.

Below is the ion C2H8N5 with charge +1 at a distorted geometry, with properties calculated with ωB97M-V with the def2-TZVPD basis set.

XYZ file:
```
15
Properties=species:S:1:pos:R:3:mulliken_charge:R:1
N -0.964 0.477 -0.458 0.327
N 1.110 -0.045 0.330 -0.096
N -2.008 1.001 -0.932 -0.511
N 2.911 -1.133 1.029 -0.282
N -0.020 1.022 0.325 -0.286
C -2.788 -0.032 -1.594 -0.568
C 2.219 -0.078 0.945 0.257
H 1.016 -0.816 -0.269 0.209
H 2.527 -1.885 0.521 0.222
H 0.355 1.912 0.206 0.289
H 3.934 -1.205 1.060 0.295
H -3.773 -0.207 -1.057 0.249
H 2.652 0.855 1.489 0.299
H -3.050 0.373 -2.505 0.256
H -2.239 -0.941 -1.633 0.340
```

For the LUMO energy, the calculation gives -3.641 eV. Its SMILES is C/N=N/N/[NH+]=C/N. As for the energy above the lowest of the compared OMol25 structures with the same formula, charge and spin: 106.3 kcal/mol. As for the HOMO energy: -13.4 eV. The HOMO-LUMO gap is 9.8 eV. As for the total charge: +1.

Below is the molecule C4H7NO at a distorted geometry, with properties calculated with ωB97M-V with the def2-TZVPD basis set.

XYZ file:
```
13
Properties=species:S:1:pos:R:3:mulliken_charge:R:1
O -0.485 1.078 1.082 -0.456
N 0.223 -1.065 1.371 -0.508
C 0.044 0.104 1.843 0.057
C 0.699 0.690 -1.279 -1.260
C -0.484 0.305 -0.384 0.368
C -0.465 -1.144 0.071 -0.509
H 0.411 0.715 -2.351 0.349
H 0.072 -1.868 -0.570 0.324
H 1.572 0.017 -1.200 0.308
H -1.426 0.740 -0.683 0.358
H 0.989 1.704 -0.995 0.331
H -1.483 -1.551 0.210 0.247
H 0.332 0.276 2.885 0.389
```

For the LUMO energy, the calculation gives 0.980 eV. Its SMILES is C[C@H]1CN=CO1. As for the energy above the lowest of the compared OMol25 structures with the same formula, charge and spin: 38.2 kcal/mol. As for the HOMO energy: -9.5 eV. The HOMO-LUMO gap is 10.4 eV.